# 1
Here is 4 unconnected molecules or ions with the total composition C23H50F3NO11 from the OMol25 dataset. Energies are from ωB97M-V/def2-TZVPD.

CARTESIAN COORDINATES (ANGSTROEM)
F1 -0.639 2.684 -7.761
F2 0.972 1.512 -8.569
F3 -0.477 2.404 -9.847
O1 0.560 -2.097 -5.375
O2 -4.262 2.517 6.485
O3 0.452 -2.275 -0.322
O4 5.384 1.287 -0.833
O5 -0.204 -0.654 -6.801
O6 -2.387 -1.876 0.727
O7 -2.488 1.795 4.046
O8 3.290 1.504 1.440
O9 -1.955 -2.981 -2.058
O10 -1.504 1.323 6.898
O11 6.119 0.504 2.005
N1 -1.334 -2.751 -6.382
C1 6.282 2.200 -1.430
C2 -2.155 0.411 6.023
C3 -3.248 3.059 7.316
C4 5.606 1.824 2.124
C5 -1.898 0.603 4.539
C6 0.264 -1.894 -1.678
C7 -2.117 -3.715 -0.853
C8 -0.449 -0.727 -8.203
C9 -2.660 -2.440 -5.892
C10 -1.646 2.570 3.217
C11 1.403 -3.303 -0.133
C12 -3.256 -0.764 0.782
C13 -1.211 0.560 -8.598
C14 5.969 0.055 -0.448
C15 -5.292 1.845 7.182
C16 -0.298 1.790 -8.672
C17 -1.209 -1.770 -2.028
C18 -1.851 2.699 6.842
C19 -2.973 -3.064 0.220
C20 4.137 1.943 2.488
C21 2.235 0.656 1.848
C22 -0.279 -1.869 -6.158
C23 5.616 -0.339 0.977
H1 -3.956 -0.749 -0.059
H2 -0.601 2.527 3.541
H3 1.388 -4.029 -0.952
H4 -1.149 3.198 7.517
H5 -5.724 1.106 6.504
H6 -1.269 -1.375 -3.046
H7 7.059 0.079 -0.560
H8 0.476 -0.824 -8.781
H9 -3.373 2.741 8.356
H10 -1.727 0.440 -9.551
H11 -0.817 0.602 4.357
H12 -3.348 4.151 7.281
H13 -1.188 -3.558 -6.958
H14 -1.931 0.714 -7.791
H15 -1.150 -4.024 -0.454
H16 7.278 2.145 -0.982
H17 5.835 2.411 1.233
H18 -3.802 -0.758 1.730
H19 -6.074 2.549 7.480
H20 -2.343 -0.238 3.994
H21 -1.649 3.109 5.852
H22 -3.225 0.373 6.231
H23 6.344 2.026 -2.508
H24 -2.624 -4.639 -1.147
H25 5.577 -0.717 -1.121
H26 0.745 -0.919 -1.822
H27 6.075 -1.315 1.158
H28 1.146 -3.829 0.787
H29 -3.063 -1.478 -6.250
H30 -1.097 -1.559 -8.499
H31 0.736 -2.614 -2.354
H32 -3.064 -3.767 1.058
H33 -3.376 -3.215 -6.169
H34 5.895 3.206 -1.260
H35 -1.761 -0.572 6.293
H36 -2.649 -2.368 -4.794
H37 -1.700 -1.032 -1.392
H38 4.543 -0.492 1.092
H39 -4.911 1.312 8.058
H40 3.947 1.373 3.404
H41 3.910 2.998 2.683
H42 -3.977 -2.877 -0.175
H43 1.963 0.028 0.998
H44 2.533 -0.003 2.670
H45 2.407 -2.879 -0.030
H46 -1.726 2.240 2.176
H47 -2.645 0.139 0.722
H48 1.364 1.251 2.142
H49 -1.976 3.608 3.284
H50 6.178 2.277 2.938

Properties
* SMILES: CNC(=O)OCCC(F)(F)F.COCCOCCOC.COCCOCCOC.COCCOCCOC
* total charge: 0
* spin multiplicity: 1
* frontier orbital gap: 0.3513 hartree


# 2
Here is a molecular structure, C23H50HgN2O2P3 from the OMol25 dataset. Energies are from ωB97M-V/def2-TZVPD.

CARTESIAN COORDINATES (ANGSTROEM)
Hg1 -0.275 0.636 0.354
P1 1.933 -0.703 -0.112
P2 -2.259 0.575 -1.041
P3 0.053 1.028 3.751
O1 1.546 2.201 -1.982
O2 -0.267 3.877 -1.002
N1 -0.207 -1.047 -2.089
N2 0.559 1.124 2.243
C1 -2.021 2.732 2.991
C2 3.518 -0.026 0.465
C3 -0.356 -1.704 3.514
C4 -0.113 -2.856 -4.199
C5 1.070 -2.352 -3.638
C6 -1.334 -1.489 -2.642
C7 -1.978 2.075 5.427
C8 -1.730 1.592 3.986
C9 1.806 -1.007 4.483
C10 1.255 2.252 4.532
C11 0.978 -1.428 -2.580
C12 -2.077 1.876 -2.286
C13 -2.701 0.445 3.664
C14 -1.337 -2.422 -3.693
C15 0.835 3.664 4.100
C16 2.170 -0.751 -1.944
C17 1.296 2.130 6.057
C18 0.306 -0.686 4.457
C19 -2.618 -0.913 -2.068
C20 -3.815 0.898 -0.164
C21 1.988 -2.455 0.396
C22 2.652 2.028 3.931
C23 -0.290 -0.810 5.870
H1 -1.382 -0.732 5.866
H2 -2.977 1.934 -2.907
H3 -2.518 0.045 2.657
H4 -0.042 -1.806 6.267
H5 3.775 0.849 -0.148
H6 2.243 -0.823 3.491
H7 0.307 2.236 6.519
H8 0.019 -2.705 3.770
H9 -3.727 0.844 3.680
H10 -1.205 1.649 -2.907
H11 -3.655 1.646 0.625
H12 0.709 3.683 3.010
H13 -1.881 2.850 -1.825
H14 2.065 -2.653 -3.980
H15 -3.131 -1.656 -1.436
H16 4.300 -0.798 0.398
H17 -3.048 2.310 5.531
H18 -3.107 2.822 2.846
H19 1.923 -2.077 4.709
H20 1.929 2.941 6.450
H21 -1.446 -1.725 3.602
H22 -1.560 2.489 2.024
H23 1.746 1.185 6.386
H24 3.166 1.141 4.314
H25 1.857 -2.514 1.487
H26 -0.076 -1.477 2.477
H27 -1.642 3.702 3.329
H28 -0.075 4.027 4.589
H29 1.174 -3.007 -0.090
H30 3.131 -1.212 -2.207
H31 -0.072 -3.576 -5.017
H32 -4.590 1.262 -0.858
H33 -2.293 -2.755 -4.098
H34 2.356 -0.452 5.251
H35 2.961 -2.887 0.112
H36 -4.166 -0.025 0.321
H37 -1.427 2.992 5.661
H38 -0.516 4.815 -0.922
H39 -0.405 3.475 -0.119
H40 -1.746 1.312 6.180
H41 1.649 4.358 4.355
H42 0.127 -0.078 6.571
H43 -3.311 -0.643 -2.880
H44 3.392 0.299 1.505
H45 2.551 1.941 2.842
H46 2.073 2.585 -2.694
H47 -2.665 -0.363 4.404
H48 3.263 2.913 4.155
H49 0.952 2.942 -1.660
H50 2.169 0.348 -2.197

Properties
* total charge: +1
* spin multiplicity: 1
* frontier orbital gap: 0.2720 hartree


# 3
Here is 2 unconnected molecules or ions with the total composition C23H50I2N9OP2 from the OMol25 dataset. Energies are from ωB97M-V/def2-TZVPD.

CARTESIAN COORDINATES (ANGSTROEM)
I1 2.140 4.007 2.187
I2 3.009 -0.819 1.103
P1 2.071 1.200 -4.067
P2 -1.151 0.843 0.555
O1 2.028 1.789 -2.659
N1 -0.480 -0.164 1.788
N2 1.264 1.001 3.017
N3 2.498 0.416 -5.556
N4 0.940 -0.085 -3.752
N5 -0.503 2.268 0.496
N6 -6.212 -2.306 1.539
N7 -0.856 0.519 3.914
N8 1.343 2.498 -4.895
N9 -3.250 3.033 2.821
C1 0.078 0.490 2.884
C2 -1.602 1.779 4.098
C3 1.193 -0.771 -2.499
C4 -1.611 -0.740 3.768
C5 3.434 1.098 -6.455
C6 2.607 -1.046 -5.660
C7 1.549 1.581 4.334
C8 -0.648 -3.612 3.403
C9 0.614 -4.091 4.165
C10 -0.222 -2.465 2.428
C11 2.763 2.102 1.506
C12 -0.486 0.107 -3.934
C13 -3.862 -1.410 1.800
C14 -2.419 -1.913 1.491
C15 2.257 0.982 1.966
C16 -2.877 1.920 3.259
C17 3.838 2.125 0.434
C18 0.314 2.451 -5.913
C19 1.871 3.841 -4.699
C20 1.951 0.729 5.254
C21 -4.842 -2.366 1.033
C22 -1.289 -1.305 2.355
C23 0.093 -3.033 1.011
H1 2.213 3.995 -3.676
H2 -2.541 0.920 0.775
H3 0.226 1.473 -6.386
H4 1.109 4.599 -4.891
H5 -4.136 -1.511 2.854
H6 2.999 -1.494 -4.749
H7 -1.185 -1.385 4.552
H8 -1.474 -3.328 4.062
H9 4.383 0.566 -6.553
H10 -0.745 0.152 -4.993
H11 -3.541 1.078 3.042
H12 -4.791 -2.224 -0.051
H13 1.562 0.717 6.270
H14 -2.647 -0.648 4.099
H15 3.267 -1.345 -6.475
H16 2.671 -0.057 5.010
H17 -0.067 2.361 -0.425
H18 3.680 2.099 -6.104
H19 2.266 -0.908 -2.347
H20 -4.510 -3.398 1.228
H21 3.433 1.810 -0.537
H22 -0.659 2.717 -5.488
H23 0.800 -0.213 -1.640
H24 0.880 -3.404 4.976
H25 1.132 -3.364 0.956
H26 0.745 -2.099 2.807
H27 1.445 -4.046 3.446
H28 -2.279 -1.729 0.417
H29 -0.941 2.614 3.835
H30 1.427 2.642 4.521
H31 -2.472 -3.000 1.585
H32 -1.825 1.897 5.167
H33 4.698 1.516 0.729
H34 -0.983 0.129 -0.655
H35 0.526 3.152 -6.726
H36 -0.965 -4.460 2.782
H37 4.213 3.149 0.339
H38 2.984 1.194 -7.446
H39 1.630 -1.479 -5.872
H40 -0.117 -2.309 0.219
H41 -0.854 1.012 -3.428
H42 2.718 4.037 -5.368
H43 -6.636 -1.416 1.305
H44 -0.548 -3.908 0.849
H45 -2.590 3.771 3.079
H46 -4.060 -0.412 1.394
H47 -6.222 -2.470 2.537
H48 -1.041 -0.751 -3.545
H49 0.533 -5.126 4.503
H50 0.744 -1.770 -2.503

Properties
* total charge: +1
* spin multiplicity: 1
* frontier orbital gap: 0.2543 hartree


# 4
Here is 3 unconnected molecules or ions with the total composition C23H50N4O6 from the OMol25 dataset. Energies are from ωB97M-V/def2-TZVPD.

CARTESIAN COORDINATES (ANGSTROEM)
O1 2.278 0.911 -5.101
O2 -7.482 1.130 -0.964
O3 4.491 -0.702 0.240
O4 -2.829 1.488 2.653
O5 9.009 -0.419 0.268
O6 -5.425 -0.805 5.567
N1 -5.684 -0.118 -2.176
N2 6.860 -0.959 2.300
N3 -4.790 -0.785 2.482
N4 1.666 -0.289 -3.063
C1 -5.841 2.388 -2.720
C2 -4.380 0.158 5.554
C3 -0.917 -0.026 -3.651
C4 1.944 1.007 -3.790
C5 5.483 -1.460 2.400
C6 -3.691 1.228 1.536
C7 9.146 0.957 0.595
C8 1.725 -0.150 -1.558
C9 -3.420 -0.888 -2.844
C10 4.767 -1.823 1.081
C11 -6.452 1.140 -1.834
C12 -2.225 -1.010 -3.992
C13 9.149 -1.285 1.402
C14 -4.478 1.690 -3.383
C15 -5.007 0.588 2.009
C16 -5.946 -1.351 3.189
C17 -6.371 -0.667 4.507
C18 0.412 -0.983 -3.545
C19 -1.677 0.657 2.675
C20 -4.676 0.063 -3.327
C21 1.928 2.517 -3.150
C22 7.802 -1.941 1.750
C23 5.569 -0.317 -0.602
H1 0.843 0.447 -1.076
H2 2.774 3.135 -3.721
H3 5.150 0.144 -1.502
H4 -3.200 0.620 0.763
H5 -4.045 0.310 6.586
H6 -5.666 3.361 -2.057
H7 -1.139 0.505 -2.631
H8 5.279 -2.615 0.524
H9 -6.801 -1.383 2.509
H10 7.410 -2.393 0.836
H11 -5.414 1.218 2.803
H12 -1.007 1.027 3.455
H13 8.288 1.308 1.171
H14 3.788 -2.235 1.352
H15 -0.870 0.728 -4.574
H16 6.187 -1.168 -0.908
H17 -2.657 -0.831 -5.069
H18 5.465 -2.324 3.069
H19 -2.983 -0.603 -1.788
H20 -6.627 2.762 -3.512
H21 6.178 0.441 -0.106
H22 2.171 2.575 -2.005
H23 -6.655 0.382 4.368
H24 7.967 -2.734 2.486
H25 -3.526 -0.224 4.993
H26 -5.720 0.574 1.178
H27 0.655 -1.376 -4.646
H28 -3.994 -0.799 3.109
H29 0.916 3.106 -3.383
H30 -1.945 -0.374 2.916
H31 -5.688 -2.391 3.422
H32 -4.705 1.124 5.154
H33 -1.862 -2.146 -3.971
H34 9.186 1.525 -0.338
H35 -3.873 -1.984 -2.711
H36 -1.147 0.692 1.718
H37 -3.924 2.202 1.089
H38 -5.080 -0.231 -1.310
H39 -5.229 -0.205 -4.334
H40 4.900 -0.669 2.889
H41 -7.278 -1.176 4.853
H42 9.850 -2.075 1.106
H43 0.175 -1.857 -2.792
H44 1.735 -1.237 -1.078
H45 -3.609 2.166 -2.756
H46 -4.485 2.151 -4.478
H47 6.857 -0.134 1.712
H48 9.583 -0.768 2.270
H49 2.762 0.345 -1.242
H50 10.071 1.140 1.151

Properties
* SMILES: CC(=O)N(C)CCCC[C@@H]1CCC(=O)N1.COCCNCCOC.COCCNCCOC
* total charge: 0
* spin multiplicity: 1
* frontier orbital gap: 0.3310 hartree


# 5
Here is a molecular structure, C23H51BCrF4NO16 from the OMol25 dataset. Energies are from ωB97M-V/def2-TZVPD.

CARTESIAN COORDINATES (ANGSTROEM)
Cr1 -1.038 -3.982 -2.212
F1 -4.088 -4.435 0.334
F2 -3.098 -2.361 0.419
F3 -2.905 -3.518 -1.404
F4 -4.820 -2.581 -0.975
O1 1.823 -4.425 -5.526
O2 5.471 2.661 -3.052
O3 5.621 3.011 -0.764
O4 -2.082 0.458 3.096
O5 2.925 -4.005 -3.734
O6 -4.039 1.181 3.618
O7 0.643 -4.291 -3.538
O8 -3.349 4.086 -2.319
O9 -2.257 2.631 4.047
O10 -3.540 2.225 -0.925
O11 -0.593 -1.912 -1.763
O12 -0.678 -2.350 4.192
O13 3.563 3.026 -2.006
O14 -2.157 4.073 -0.529
O15 0.433 -1.454 5.958
O16 1.632 -2.002 4.146
N1 -3.210 -0.507 -1.891
C1 -5.104 1.998 4.121
C2 -0.868 4.661 1.413
C3 1.731 -4.285 -4.222
C4 0.376 -1.889 4.677
C5 4.922 2.871 -1.800
C6 0.521 -1.205 -1.234
C7 0.664 -4.768 -6.317
C8 -5.808 1.237 5.171
C9 7.443 2.035 -4.510
C10 -2.727 1.553 3.549
C11 6.865 2.870 -3.325
C12 1.924 -2.664 2.898
C13 2.732 3.392 -0.887
C14 -3.992 3.426 -3.389
C15 4.440 -3.724 -1.908
C16 -3.052 3.343 -1.204
C17 -0.725 -1.438 6.823
C18 3.093 -4.246 -2.304
C19 0.193 0.175 -0.539
C20 1.656 -1.031 -2.190
C21 -1.736 -0.322 6.291
C22 -1.692 3.581 0.681
C23 -0.743 0.677 2.712
B1 -3.784 -3.242 -0.383
H1 5.130 -4.302 -2.522
H2 -5.099 0.568 5.659
H3 1.277 -3.483 2.583
H4 -5.041 3.272 -3.137
H5 -2.065 -0.556 5.278
H6 0.975 -1.823 -0.459
H7 2.919 -3.107 2.896
H8 -6.215 1.814 6.001
H9 0.232 -5.754 -6.147
H10 1.046 0.627 -0.034
H11 -1.237 0.646 6.288
H12 -0.117 5.128 0.776
H13 -4.726 2.902 4.599
H14 -0.725 1.429 1.923
H15 -0.447 4.082 2.236
H16 -0.991 2.760 0.532
H17 3.063 -5.297 -2.017
H18 -0.131 0.908 -1.277
H19 -2.292 -0.923 -1.831
H20 2.591 -0.670 -1.762
H21 -0.434 -0.255 2.239
H22 -3.506 -0.463 -2.856
H23 7.541 2.754 -2.478
H24 6.620 1.941 -5.218
H25 -0.511 -1.103 7.838
H26 1.262 -0.255 -2.846
H27 -3.492 2.543 -3.788
H28 -6.667 0.710 4.755
H29 1.894 -1.822 2.207
H30 -2.610 -0.176 6.927
H31 4.583 -3.924 -0.846
H32 -1.240 -2.397 6.765
H33 2.860 2.698 -0.057
H34 -0.142 -4.046 -6.180
H35 8.320 2.532 -4.927
H36 -3.790 -1.236 -1.501
H37 6.993 3.943 -3.468
H38 -0.103 0.970 3.545
H39 1.891 -1.931 -2.759
H40 2.830 4.359 -0.393
H41 1.692 3.267 -1.191
H42 -3.180 0.344 -1.346
H43 -4.237 3.992 -4.288
H44 -2.575 3.197 1.192
H45 -1.532 5.364 1.915
H46 2.312 -3.752 -1.726
H47 7.588 0.965 -4.365
H48 4.540 -2.649 -2.057
H49 0.743 -4.669 -7.400
H50 -5.747 2.163 3.256
H51 -0.632 0.177 0.174

Properties
* ⟨S²⟩: 6.034
* total charge: +1
* spin multiplicity: 5
* frontier orbital gap (alpha / beta): 0.2633 / 0.2832 hartree